Computed, not measured: a 3-piece molecular cluster, C22H57N10O2P2Si overall at a distorted geometry, with wB97M-V/def2-TZVPD.

The geometry in ORCA input format:
```
! RIJCOSX wB97M-V def2-TZVPD def2/J DEFGRID3
* xyz 1 1
P 1.208 0.301 -5.651
P -1.841 -2.677 -0.163
Si 3.250 0.180 3.068
O -1.175 -1.400 -0.704
O 1.786 -0.015 -7.035
N 2.524 1.367 -5.265
N 2.735 0.855 4.666
N 0.277 0.477 4.340
N 0.347 4.398 4.370
N -1.808 -3.467 -1.688
N -3.353 -1.867 0.092
N -2.545 -4.161 0.549
N 1.017 1.398 6.314
N 0.566 0.544 -3.998
N -0.136 1.169 -6.279
C -3.229 -0.713 0.986
C -2.109 3.847 6.383
C 1.101 1.489 -3.028
C 2.626 2.667 -5.918
C 3.264 1.634 1.794
C -1.265 2.637 6.954
C -2.533 4.903 5.921
C 1.463 0.901 5.015
C 5.047 -0.433 3.269
C -0.479 -3.962 -2.052
C -0.058 2.366 5.946
C 0.400 -0.762 -3.334
C 0.713 3.738 5.655
C -2.805 -4.368 -2.236
C 2.177 -1.289 2.465
C -4.174 -1.476 -1.050
C -3.945 -4.323 0.925
C -0.719 1.571 4.752
C -0.770 2.341 -5.710
C -1.706 -4.619 1.672
C 3.829 0.704 -5.351
C -1.172 0.299 -6.836
H -2.758 -5.370 -1.792
H -4.240 -3.666 1.749
H 0.231 0.590 3.321
H 0.293 -3.226 -1.811
H -0.731 -0.509 -7.425
H -1.965 -5.636 1.975
H -4.614 -4.158 0.081
H 2.116 1.235 -2.705
H -0.123 -1.459 -3.998
H 1.372 -1.202 -3.079
H 4.576 1.252 -4.769
H -4.127 -5.356 1.243
H -0.405 -4.151 -3.127
H -2.659 -4.480 -3.315
H -4.705 -2.335 -1.462
H -1.835 0.849 -7.509
H 3.490 1.188 5.288
H 3.777 -0.307 -4.934
H 2.049 -2.079 3.281
H 2.698 1.319 0.855
H 5.200 -1.245 2.490
H 0.463 1.504 -2.136
H 4.347 1.817 1.487
H -0.203 -0.676 -2.427
H 1.923 3.380 -5.485
H 0.913 3.917 3.647
H -2.832 0.167 0.469
H -1.802 -3.952 2.536
H 1.092 2.511 -3.407
H 2.814 2.590 2.231
H 3.609 3.118 -5.756
H -0.782 2.205 3.806
H 1.172 -0.958 2.065
H -2.654 5.853 5.327
H 5.780 0.415 3.135
H 5.118 -0.941 4.286
H 0.506 4.503 6.479
H -0.242 -4.888 -1.514
H -3.589 -1.003 -1.845
H -1.397 2.832 -6.462
H -0.056 3.099 -5.397
H -1.967 1.749 6.932
H -3.820 -3.995 -2.123
H -1.719 1.056 4.909
H -0.652 -4.635 1.372
H -1.412 2.101 -4.852
H -0.957 2.797 8.029
H -1.777 -0.156 -6.039
H 2.454 2.609 -6.998
H -2.560 -0.943 1.823
H 0.682 5.370 4.334
H 1.788 1.817 6.845
H 4.182 0.623 -6.384
H 2.746 -1.771 1.607
H -4.202 -0.454 1.415
H 1.854 3.613 5.651
H -4.965 -0.782 -0.753
*
```

Computed properties:
HOMO-LUMO gap   0.223 hartree
HOMO level   -9.27 eV
LUMO   -3.206 eV

Here are the Löwdin charges for atoms 1 to 8, given in e:
1 P 0.764
2 P 0.770
3 Si 0.535
4 O -0.325
5 O -0.288
6 N -0.357
7 N 0.075
8 N 0.101